(1)
C4H5CdO3 as an isolated structure in a non-equilibrium geometry. Source: the OMol25 dataset; level of theory: the ωB97M-V functional and the def2-TZVPD basis.

Last column: Mulliken charge in e.
Cartesian coordinates (Å):
O  -0.675  -1.274  0.589  -0.4540
C  -1.897  -1.104  0.465  0.0519
C  -2.433  -0.218  -0.618  -0.0387
O  -1.472  0.519  -1.245  -0.8100
Cd  0.325  0.097  -0.693  0.3996
H  -2.596  -1.796  0.973  0.3116
H  -3.218  0.396  -0.116  0.2600
H  -3.009  -0.893  -1.296  0.2381
O  1.933  0.745  0.326  -0.7446
C  2.644  -0.191  -0.325  0.2177
C  2.024  -1.145  -1.075  -0.9930
H  3.720  -0.223  -0.052  0.3386
H  2.651  -2.000  -1.359  0.2226

Values from the calculation:
**HOMO level**: -2.39 eV
**Energy above the lowest of the compared OMol25 structures with the same formula, charge and spin**: 0.0 kJ/mol
**LUMO level**: 3.6224 eV
**F_max**: 4.128 eV/Å
**2S+1**: 1
**Net charge**: -1

(2)
A 2-piece molecular cluster, C4H8NOS overall in a non-equilibrium geometry. Source: the OMol25 dataset; level of theory: the ωB97M-V functional and the def2-TZVPD basis.

Last column: Mulliken charge in e.
Cartesian coordinates (Å):
C  -1.751  -0.976  1.196  -0.2115
C  -0.273  0.856  0.613  0.2214
C  -1.806  0.125  -0.887  -0.9311
C  3.028  0.587  -0.204  -0.7635
N  -1.298  0.089  0.501  0.1825
O  0.128  1.842  1.070  -0.2096
S  1.689  -0.647  -0.506  -0.0300
H  -2.431  -1.588  0.767  0.3533
H  -1.421  -1.155  2.316  0.2674
H  -2.805  0.493  -0.850  0.4277
H  -1.852  -0.908  -1.245  0.4129
H  -1.232  0.847  -1.584  0.3338
H  2.767  1.587  0.016  0.3251
H  3.749  0.552  -1.165  0.2966
H  3.443  0.166  0.619  0.3248

Values from the calculation:
**HOMO level (spin up / spin down)**: -13.31 / -12.87 eV
**Energy above the lowest of the compared OMol25 structures with the same formula, charge and spin**: 484.4 kJ/mol
**LUMO level (spin up / spin down)**: -6.1661 / -6.7246 eV
**F_max**: 6.245 eV/Å
**2S+1**: 1
**Net charge**: +1

(3)
The molecule C7H16 in a non-equilibrium geometry. Source: the OMol25 dataset; level of theory: the ωB97M-V functional and the def2-TZVPD basis.

Last column: Mulliken charge in e.
Cartesian coordinates (Å):
C  2.257  0.262  -0.917  -1.2528
C  1.602  0.031  0.445  -0.7370
C  0.223  -0.657  0.445  0.5717
C  -0.280  -0.777  1.882  -1.6548
C  -0.775  -0.027  -0.539  0.6715
C  -0.805  1.511  -0.583  -1.3411
C  -2.177  -0.619  -0.534  -1.9083
H  2.300  -0.661  -1.507  0.2948
H  3.284  0.620  -0.790  0.3997
H  1.731  1.015  -1.515  0.2490
H  2.273  -0.592  1.050  0.4239
H  1.535  0.991  0.979  0.2938
H  0.366  -1.674  0.051  0.3243
H  0.470  -1.291  2.494  0.4325
H  -0.458  0.209  2.330  0.3079
H  -1.210  -1.351  1.941  0.3956
H  -0.379  -0.318  -1.531  0.3005
H  -0.432  1.605  -1.593  0.3329
H  -1.797  1.977  -0.527  0.3884
H  -0.128  2.045  0.095  0.2640
H  -2.764  -0.135  -1.325  0.4819
H  -2.117  -1.687  -0.762  0.3912
H  -2.720  -0.479  0.408  0.3702

Values from the calculation:
**HOMO level**: -10.52 eV
**Energy above the lowest of the compared OMol25 structures with the same formula, charge and spin**: 46.0 kJ/mol
**LUMO level**: 1.1397 eV
**F_max**: 1.361 eV/Å
**2S+1**: 1
**Net charge**: 0
**Structure (SMILES)**: CC[C@@H](C)C(C)C

(4)
C23H32Cl4GeN3O2S3Si3Tc as an isolated structure. Source: the OMol25 dataset; level of theory: the ωB97M-V functional and the def2-TZVPD basis.

Last column: Mulliken charge in e.
Cartesian coordinates (Å):
Tc  0.470  1.181  1.249  0.0888
S  -2.997  0.760  3.002  -0.4001
C  -1.709  -0.116  3.581  0.6752
S  0.025  0.132  3.061  -0.1813
C  -1.776  -1.062  4.604  0.4381
C  -3.029  -1.404  5.196  -0.2487
N  -4.024  -1.715  5.688  -0.5707
C  -0.647  -1.751  5.137  0.0797
N  0.252  -2.312  5.593  -0.6170
Cl  0.864  7.133  -2.406  -0.1934
C  0.666  5.966  -1.155  0.2799
C  0.204  6.396  0.123  0.3502
Cl  -0.137  8.064  0.383  -0.1940
C  0.025  5.495  1.141  0.0062
Cl  -0.539  5.952  2.695  -0.1693
C  0.302  4.117  0.921  0.5896
O  0.154  3.228  1.804  -0.8408
C  0.782  3.673  -0.378  -0.2550
O  1.016  2.437  -0.495  0.1367
C  0.949  4.644  -1.403  0.0470
Cl  1.503  4.113  -2.939  -0.1805
C  2.029  0.601  -3.139  -0.3568
Si  2.445  -0.776  -1.926  0.4383
C  4.166  -0.459  -1.224  -1.0723
C  2.532  -2.350  -2.973  -1.1027
Ge  0.826  -0.949  -0.185  0.4582
Si  1.372  -2.834  1.201  0.1592
C  -0.212  -3.566  1.906  -0.7383
C  2.189  -4.197  0.174  -1.1919
C  2.552  -2.436  2.608  -0.8141
Si  -1.205  -1.610  -1.266  0.0767
C  -1.600  -0.435  -2.706  -1.1361
C  -1.058  -3.343  -2.013  -1.0390
C  -2.690  -1.707  -0.103  -0.6021
H  2.906  0.851  -3.745  0.4380
H  1.708  1.498  -2.612  -0.5823
H  1.226  0.296  -3.815  0.2969
H  4.923  -0.623  -1.998  0.3966
H  4.393  -1.112  -0.379  0.2730
H  4.254  0.571  -0.872  0.2262
H  3.343  -2.235  -3.699  0.4043
H  1.606  -2.496  -3.536  0.2551
H  2.721  -3.256  -2.396  0.2383
H  -0.820  -4.015  1.116  0.2865
H  -0.825  -2.831  2.425  0.0457
H  0.035  -4.348  2.629  0.4270
H  1.585  -4.490  -0.689  0.2993
H  2.330  -5.082  0.803  0.4133
H  3.174  -3.888  -0.187  0.2596
H  2.141  -1.687  3.286  0.2443
H  3.516  -2.074  2.242  0.2322
H  2.722  -3.344  3.194  0.3785
H  -1.078  -0.762  -3.610  0.3594
H  -1.287  0.592  -2.504  0.2011
H  -2.672  -0.439  -2.932  0.4297
H  -0.140  -3.485  -2.588  0.2243
H  -1.906  -3.533  -2.679  0.3764
H  -1.080  -4.101  -1.226  0.2441
H  -2.782  -0.868  0.588  -0.1717
H  -2.623  -2.607  0.513  0.2811
H  -3.616  -1.784  -0.686  0.4011
S  3.745  1.104  2.050  -0.2488
C  2.222  1.077  1.720  0.4002
C  -4.180  3.335  -1.004  -1.3611
C  -3.881  1.875  -0.663  -0.2203
C  -2.528  1.687  -0.164  0.0969
N  -1.516  1.483  0.322  -0.0415
H  -5.201  3.425  -1.371  0.4050
H  -3.503  3.703  -1.775  0.3424
H  -4.073  3.965  -0.122  0.3455
H  -4.011  1.222  -1.527  0.2216
H  -4.531  1.506  0.136  0.2624

Values from the calculation:
**HOMO level (spin up / spin down)**: -5.01 / -5.02 eV
**Energy above the lowest of the compared OMol25 structures with the same formula, charge and spin**: 128.1 kJ/mol
**LUMO level (spin up / spin down)**: 1.0545 / -0.2265 eV
**F_max**: 0.885 eV/Å
**2S+1**: 2
**⟨S²⟩**: 0.768
**Net charge**: -1

(5)
The molecule C5H6O in a non-equilibrium geometry. Source: the OMol25 dataset; level of theory: the ωB97M-V functional and the def2-TZVPD basis.

Last column: Mulliken charge in e.
Cartesian coordinates (Å):
C  1.518  0.095  1.006  -1.0797
C  0.347  -0.162  0.070  0.7249
C  0.000  -1.216  -0.696  -0.4762
O  -1.607  -0.921  -1.238  -0.4333
C  -1.741  0.326  -0.843  -0.1561
C  -0.674  0.826  -0.179  -0.5775
H  2.249  -0.715  0.997  0.3204
H  1.163  0.222  2.039  0.2812
H  2.013  1.025  0.708  0.2981
H  -0.084  -2.239  -0.898  0.3666
H  -2.653  0.900  -1.006  0.3635
H  -0.531  1.858  0.039  0.3680

Values from the calculation:
**HOMO level**: -8.51 eV
**Energy above the lowest of the compared OMol25 structures with the same formula, charge and spin**: 188.6 kJ/mol
**LUMO level**: 1.0027 eV
**F_max**: 4.028 eV/Å
**2S+1**: 1
**Net charge**: 0
**Structure (SMILES)**: Cc1ccoc1

Look up the 2S+1 of the third one. 1

Which of these has the highest 2S+1? C23H32Cl4GeN3O2S3Si3Tc